[1]
{
  "formula": "C24H58BN2O13",
  "method": "wB97M-V/def2-TZVPD",
  "species": ["O", "O", "O", "O", "O", "O", "O", "O", "O", "O", "O", "O", "O", "N", "N", "C", "C", "C", "C", "C", "C", "C", "C", "C", "C", "C", "C", "C", "C", "C", "C", "C", "C", "C", "C", "C", "C", "C", "C", "B", "H", "H", "H", "H", "H", "H", "H", "H", "H", "H", "H", "H", "H", "H", "H", "H", "H", "H", "H", "H", "H", "H", "H", "H", "H", "H", "H", "H", "H", "H", "H", "H", "H", "H", "H", "H", "H", "H", "H", "H", "H", "H", "H", "H", "H", "H", "H", "H", "H", "H", "H", "H", "H", "H", "H", "H", "H", "H"],
  "coordinates": [[1.032, -2.632, 0.818], [-2.085, -2.511, -3.996], [0.522, 0.510, 7.769], [0.719, -4.405, -7.585], [-2.733, -4.260, 4.490], [3.327, 2.920, -1.811], [-5.719, -3.137, 1.248], [4.368, 7.417, -4.303], [-3.774, -0.574, 3.296], [-0.679, -4.936, 4.527], [-0.342, 1.650, 1.189], [-2.744, -3.505, 1.624], [-2.005, -1.780, 0.147], [-2.390, -1.772, 4.734], [-1.212, 1.471, 4.227], [-0.356, -1.765, 3.570], [-1.019, -2.565, -4.938], [1.160, -2.536, -9.058], [0.602, 2.637, 0.786], [1.718, 1.074, 9.795], [0.381, -0.445, 4.068], [-1.502, -1.385, 2.640], [1.654, -3.377, -7.896], [-2.770, -1.169, 3.572], [5.108, 8.544, -4.766], [0.879, -3.517, 1.960], [-0.488, 0.590, 4.781], [-1.572, -2.805, -0.766], [4.647, 9.811, -4.071], [-0.851, -1.221, -5.624], [4.278, 3.908, -2.200], [1.738, 1.044, 8.278], [-7.768, -3.691, 0.090], [-6.701, -4.149, 1.067], [3.797, 4.671, -3.419], [-1.113, -2.491, 4.750], [-1.525, -4.007, 4.556], [0.103, 3.387, -0.434], [0.867, -2.681, 3.244], [-2.122, -2.278, 1.470], [3.214, 2.316, -2.553], [5.234, 3.415, -2.405], [-1.109, 1.351, 3.209], [3.437, 7.579, -4.497], [-0.648, -0.440, -4.888], [1.558, 2.148, 0.574], [-1.258, -0.446, 2.101], [1.115, -0.811, 4.821], [2.619, -3.837, -8.133], [1.878, 2.052, 7.872], [-0.855, 3.866, -0.223], [2.550, 0.413, 7.920], [-0.111, -2.835, -4.399], [-8.264, -2.787, 0.456], [4.980, 8.629, -5.851], [1.431, -1.807, 1.126], [0.971, -0.043, 3.225], [2.839, 5.154, -3.215], [1.003, -3.383, 4.096], [-2.417, -3.235, -1.338], [-0.030, -1.248, -6.344], [1.569, 0.070, 10.194], [5.217, 10.676, -4.416], [0.743, 3.321, 1.624], [1.870, -1.741, -9.296], [4.413, 4.584, -1.355], [-3.695, -3.401, 1.452], [0.820, 4.150, -0.743], [-0.461, 1.037, 0.451], [-8.521, -4.467, -0.060], [1.776, -2.763, -7.004], [-3.066, -1.922, 5.468], [2.653, 1.476, 10.192], [-0.196, 1.074, 8.078], [-0.623, -2.340, 5.730], [3.639, 3.991, -4.262], [1.805, -4.134, 1.967], [-7.142, -4.391, 2.039], [4.768, 9.719, -2.991], [-1.767, -0.937, -6.148], [-0.905, -2.308, -1.494], [0.890, 1.690, 10.158], [-2.888, -2.282, -4.476], [-0.059, 2.701, -1.269], [4.519, 5.433, -3.714], [1.017, -3.154, -9.949], [6.160, 8.355, -4.557], [1.814, -2.090, 3.239], [-6.160, -2.353, 1.593], [-6.193, -5.037, 0.690], [0.619, -4.956, -8.369], [3.586, 9.992, -4.261], [-1.047, -3.639, -0.276], [-0.511, 0.584, 5.899], [0.194, -2.087, -8.821], [-1.232, -3.350, -5.670], [0.011, -4.177, 1.802], [-7.321, -3.442, -0.874]],
  "forces_ev_per_angstrom": [[-0.33, -0.10, -0.07], [0.11, -0.06, 0.07], [0.24, -0.11, 0.24], [-0.02, 0.05, 0.17], [-1.02, 1.09, 0.30], [0.02, 0.02, 0.24], [0.08, -0.12, -0.19], [0.25, 0.34, -0.13], [-1.25, 0.27, -0.26], [1.63, 1.08, 0.09], [0.08, 0.05, 0.00], [0.13, 0.92, 0.27], [0.54, -0.65, 0.97], [-0.54, 1.29, 0.32], [0.31, -0.14, -0.58], [0.92, -0.57, 1.48], [-0.43, 0.16, -0.20], [-0.02, 0.09, 0.01], [-0.12, -0.27, -0.28], [0.08, -0.04, 0.07], [-0.31, -0.67, 1.18], [-1.08, 0.71, -1.20], [-0.14, -0.21, -0.36], [3.58, -1.00, 0.80], [-0.44, 0.13, 0.01], [1.04, 0.61, -0.03], [-0.12, -0.03, 0.48], [-0.38, 0.15, -0.86], [0.06, 0.05, 0.05], [0.11, 0.05, 0.00], [-0.27, -0.26, -0.39], [-0.37, 0.16, 0.17], [-0.02, -0.02, -0.09], [-0.12, 0.33, 0.10], [0.18, -0.08, 0.02], [-1.44, 0.59, -0.54], [0.01, -2.22, -0.05], [-0.05, 0.17, -0.02], [0.19, -0.83, -0.29], [0.41, -0.52, -1.07], [-0.02, 0.04, 0.08], [0.10, 0.17, 0.03], [-0.18, 0.42, 0.22], [0.06, -0.08, 0.05], [0.05, -0.06, 0.01], [0.10, 0.19, -0.02], [-0.28, -0.35, 0.47], [-0.28, 0.29, -0.40], [0.10, 0.16, 0.04], [0.19, 0.00, 0.03], [0.04, 0.00, 0.08], [-0.12, -0.04, -0.10], [-0.12, -0.05, 0.12], [-0.06, -0.07, 0.05], [0.16, 0.10, -0.02], [-0.13, -0.28, 0.06], [-0.54, 0.13, 0.23], [0.05, 0.03, 0.07], [-0.29, 0.29, -0.50], [0.25, 0.28, 0.33], [-0.04, 0.04, -0.03], [0.06, 0.00, -0.05], [-0.05, 0.01, 0.01], [-0.09, -0.12, 0.08], [-0.02, -0.02, -0.04], [-0.07, -0.12, 0.07], [-0.03, -0.36, -0.03], [0.01, -0.06, -0.06], [-0.11, -0.05, 0.13], [-0.02, 0.04, 0.00], [-0.06, -0.14, 0.06], [0.00, -0.21, -0.27], [-0.04, 0.02, 0.03], [0.02, -0.07, -0.07], [0.04, -0.14, -0.48], [0.08, -0.02, 0.01], [-0.66, -0.02, 0.23], [-0.04, -0.16, -0.06], [0.07, -0.01, -0.04], [0.04, -0.06, -0.08], [-0.22, -0.37, 0.38], [0.07, 0.08, -0.02], [0.05, -0.03, 0.08], [0.12, 0.01, -0.01], [-0.15, -0.21, 0.02], [0.10, 0.02, -0.01], [-0.06, -0.15, 0.01], [-0.56, -0.14, -0.27], [0.26, 0.01, 0.10], [0.12, 0.08, 0.07], [-0.01, 0.02, 0.09], [0.04, 0.05, -0.09], [-0.13, 0.48, -0.09], [0.22, -0.33, -1.12], [0.05, 0.02, 0.06], [0.24, 0.00, -0.07], [0.18, 0.45, 0.17], [0.02, -0.07, 0.02]],
  "orbital_gap_ev": 5.51,
  "mol_weight_da": 593.54,
  "total_charge": -1,
  "max_force_ev_per_a": 3.80,
  "lumo_energy_ev": 1.75,
  "homo_energy_ha": -0.1384
}

[2]
{
  "formula": "C4H10NS",
  "method": "wB97M-V/def2-TZVPD",
  "species": ["S", "N", "C", "C", "C", "C", "H", "H", "H", "H", "H", "H", "H", "H", "H", "H"],
  "coordinates": [[0.732, 0.820, -0.331], [2.944, -0.547, 0.300], [-1.566, 0.018, 0.584], [-2.680, 0.817, 0.078], [-2.352, -0.600, -0.421], [2.420, 0.702, -0.067], [2.776, 1.557, 0.381], [3.120, -0.744, 1.332], [-2.574, 1.522, -0.739], [2.236, -1.244, -0.100], [-2.083, -0.733, -1.449], [-2.897, -1.439, -0.006], [3.824, -0.715, -0.318], [-3.642, 0.979, 0.538], [-0.993, -0.257, 1.362], [0.736, -0.138, -1.143]],
  "forces_ev_per_angstrom": [[-0.10, 1.93, 1.20], [1.36, -3.19, -1.21], [0.03, 2.12, -2.52], [-0.55, -0.61, -0.75], [-0.75, -0.85, 0.17], [-2.37, 1.18, -0.86], [1.33, 1.48, 1.08], [-0.08, 0.10, -1.35], [0.64, 0.27, 0.20], [1.32, 0.58, 1.14], [0.33, 0.06, -0.44], [-0.38, -0.15, -0.25], [-1.31, 0.08, 1.80], [0.17, -0.05, 0.80], [1.00, -0.79, 2.96], [-0.63, -2.16, -1.97]],
  "orbital_gap_ev": [6.31, 8.49],
  "mol_weight_da": 104.20,
  "total_charge": 1,
  "max_force_ev_per_a": 3.67,
  "lumo_energy_ev": [-4.95, -3.93],
  "homo_energy_ha": [-0.4138, -0.4565],
  "relative_energy_kj_mol": 604.5
}

[3]
{
  "formula": "C4H5FOS2",
  "method": "wB97M-V/def2-TZVPD",
  "species": ["S", "S", "F", "O", "C", "C", "C", "C", "H", "H", "H", "H", "H"],
  "coordinates": [[-2.250, 1.176, -0.306], [-1.236, -1.236, 1.623], [0.985, -1.125, -2.105], [0.321, 1.566, 0.189], [-0.881, 2.070, 0.163], [0.297, -1.088, 0.548], [0.943, 0.155, -1.478], [0.475, 0.156, -0.234], [-0.409, -2.437, 2.152], [-0.885, 3.066, 0.511], [0.235, -2.002, -0.167], [1.090, 0.983, -2.075], [1.315, -1.282, 1.179]],
  "forces_ev_per_angstrom": [[1.85, 1.83, 0.73], [3.23, -2.60, 0.72], [0.55, 2.42, 0.58], [1.14, -1.83, 0.69], [-2.81, -3.10, -1.03], [1.28, -1.64, 0.91], [-1.38, -4.16, 0.98], [0.37, 1.68, -1.68], [-2.33, 2.31, -0.55], [-0.07, 1.16, 0.23], [0.24, 1.99, 0.96], [0.49, 1.31, -1.39], [-2.57, 0.62, -1.15]],
  "orbital_gap_ev": 8.84,
  "mol_weight_da": 152.22,
  "max_force_ev_per_a": 4.49,
  "lumo_energy_ev": -0.03,
  "homo_energy_ha": -0.3258,
  "smiles": "F/C=C(\\CS)OC=S",
  "relative_energy_kj_mol": 246.2
}

[4]
{
  "formula": "C36H39AuIN4O3Si",
  "method": "wB97M-V/def2-TZVPD",
  "species": ["Au", "I", "Si", "O", "O", "O", "N", "N", "N", "N", "C", "C", "C", "C", "C", "C", "C", "C", "C", "C", "C", "C", "C", "C", "C", "C", "C", "C", "C", "C", "C", "C", "C", "C", "C", "C", "C", "C", "C", "C", "C", "C", "C", "C", "C", "C", "H", "H", "H", "H", "H", "H", "H", "H", "H", "H", "H", "H", "H", "H", "H", "H", "H", "H", "H", "H", "H", "H", "H", "H", "H", "H", "H", "H", "H", "H", "H", "H", "H", "H", "H", "H", "H", "H", "H"],
  "coordinates": [[0.554, 0.280, 0.451], [2.485, -0.033, -4.609], [-1.461, -2.264, 1.643], [-3.139, 1.826, 1.270], [2.139, -0.491, -1.093], [1.235, 2.599, 0.470], [3.203, 1.496, -1.388], [-2.296, -1.330, -0.917], [-0.449, 4.056, 1.171], [-0.867, 1.886, 0.888], [-1.446, -4.049, 2.230], [-2.071, -1.030, -3.341], [-3.820, 0.347, 4.699], [-2.428, -1.187, 2.818], [-1.765, 4.953, 5.093], [-2.435, 0.384, 4.661], [-3.639, 4.210, 3.190], [-1.350, -1.356, -2.005], [3.700, -0.360, -2.862], [-4.045, 6.430, -1.393], [-1.885, 3.947, 1.408], [2.957, 0.226, -1.692], [-3.787, 4.315, -0.269], [-2.931, 6.914, -0.722], [-4.039, 4.494, 4.485], [-3.103, 4.867, 5.441], [-2.294, 4.290, 2.836], [-0.895, -6.381, 1.887], [-1.445, -6.698, 3.122], [0.216, -1.713, 1.070], [0.068, 2.870, 0.824], [-1.967, -5.695, 3.925], [-3.205, 0.706, -1.949], [-2.515, -2.411, -0.078], [-1.968, -4.381, 3.482], [-1.748, -0.376, 3.730], [-3.396, -0.307, -3.078], [-0.894, -5.067, 1.448], [-4.473, 5.134, -1.157], [-2.085, 2.412, 1.196], [-2.665, 4.792, 0.398], [-2.904, -0.046, -0.639], [-4.511, -0.460, 3.806], [-2.250, 6.101, 0.169], [-1.360, 4.657, 3.798], [-3.822, -1.217, 2.873], [-4.581, 7.065, -2.085], [-5.086, 4.424, 4.750], [-1.030, 5.247, 5.831], [-2.244, -1.950, -3.899], [-4.362, 0.945, 5.420], [-0.467, -7.161, 1.270], [2.644, 1.963, -0.680], [-3.552, -2.464, 0.261], [-4.174, -1.020, -2.793], [-2.380, -3.602, 4.114], [-0.309, 4.704, 3.545], [-5.593, -0.495, 3.836], [0.939, -1.840, 1.882], [0.579, -2.294, 0.219], [3.788, -1.434, -2.751], [-2.384, 1.379, -2.208], [-0.576, -0.605, -1.809], [-2.194, -3.351, -0.527], [-1.422, -0.388, -3.936], [-3.811, -0.207, -0.056], [-2.229, 0.540, -0.005], [-3.416, 5.082, 6.454], [-4.096, 1.313, -1.803], [0.053, 4.923, 1.106], [-0.867, -2.330, -2.046], [-0.449, -4.836, 0.484], [4.664, 0.102, -3.050], [-4.370, 3.909, 2.452], [-4.136, 3.308, -0.090], [-3.727, 0.195, -3.986], [-1.465, -7.727, 3.457], [-4.390, -1.846, 2.195], [3.850, 2.054, -1.917], [-2.374, -5.938, 4.897], [-5.351, 4.752, -1.661], [-1.402, 6.510, 0.708], [-0.663, -0.338, 3.713], [-2.594, 7.929, -0.882], [-1.892, 1.024, 5.346]],
  "forces_ev_per_angstrom": [[0.05, -0.49, 0.19], [0.14, -0.04, 0.15], [-0.13, -0.40, -0.39], [-0.14, 0.27, 0.45], [-0.10, 0.09, 0.20], [-0.06, 0.18, 0.03], [-0.14, 0.02, 0.23], [0.02, 0.21, -0.01], [0.00, -0.01, 0.09], [0.26, -0.22, 0.08], [0.00, 0.36, -0.03], [-0.23, 0.00, 0.14], [0.01, -0.04, -0.06], [0.28, 0.01, -0.17], [-0.03, -0.02, 0.05], [0.02, 0.19, 0.06], [-0.01, -0.01, -0.03], [0.08, -0.10, -0.41], [-0.24, 0.05, -0.15], [-0.06, -0.01, 0.00], [-0.19, -0.03, -0.02], [0.15, -0.06, -0.24], [0.03, 0.00, -0.02], [0.09, 0.04, 0.04], [0.00, -0.04, -0.01], [0.03, -0.01, 0.03], [0.06, 0.04, 0.13], [0.00, -0.06, -0.03], [0.00, 0.06, 0.01], [-0.01, 0.29, 0.12], [-0.05, 0.28, -0.04], [-0.02, -0.08, 0.05], [0.04, -0.28, -0.02], [0.09, -0.23, 0.43], [-0.03, 0.07, -0.04], [0.12, -0.02, -0.12], [0.10, 0.20, 0.03], [0.02, 0.00, -0.03], [-0.01, 0.00, -0.03], [0.13, 0.51, 0.09], [0.01, -0.07, -0.05], [-0.25, 0.10, -0.28], [-0.12, 0.04, 0.03], [-0.06, -0.03, 0.04], [0.03, -0.04, -0.10], [0.00, -0.06, -0.01], [0.00, 0.00, 0.00], [0.00, 0.00, -0.01], [0.01, -0.01, -0.01], [0.04, 0.01, -0.02], [0.01, 0.01, 0.00], [-0.01, 0.01, -0.02], [-0.01, 0.04, 0.02], [0.00, 0.04, -0.05], [-0.01, -0.02, -0.05], [-0.02, -0.03, 0.00], [-0.01, 0.01, 0.01], [0.01, 0.00, -0.01], [0.05, 0.05, 0.00], [-0.06, -0.11, 0.04], [0.03, 0.00, 0.04], [0.01, 0.07, 0.06], [-0.06, -0.01, 0.05], [0.02, 0.02, -0.02], [0.08, -0.07, -0.01], [0.09, -0.09, -0.01], [-0.16, -0.61, -0.31], [0.00, 0.04, -0.01], [0.04, 0.05, 0.02], [0.06, -0.03, -0.07], [0.03, 0.01, 0.09], [-0.01, -0.01, 0.00], [-0.01, 0.02, 0.01], [-0.01, 0.03, 0.00], [0.00, 0.02, 0.02], [-0.04, -0.05, -0.02], [0.04, 0.01, 0.02], [0.01, 0.01, 0.02], [0.04, -0.09, -0.10], [-0.02, 0.00, -0.01], [0.01, 0.01, -0.02], [-0.01, 0.02, 0.00], [-0.01, 0.04, 0.00], [-0.02, 0.00, -0.02], [-0.01, -0.05, 0.00]],
  "orbital_gap_ev": [8.35, 6.61],
  "mol_weight_da": 927.69,
  "total_charge": 1,
  "s2": 2.0087,
  "max_force_ev_per_a": 0.70,
  "lumo_energy_ev": [-2.38, -4.46],
  "homo_energy_ha": [-0.3945, -0.4070],
  "multiplicity": 3
}

[5]
{
  "formula": "C12H7N2O5Sn",
  "method": "wB97M-V/def2-TZVPD",
  "species": ["Sn", "O", "O", "O", "O", "O", "N", "N", "C", "C", "C", "C", "C", "C", "C", "C", "C", "C", "C", "C", "H", "H", "H", "H", "H", "H", "H"],
  "coordinates": [[0.411, -0.629, -1.911], [2.652, -2.444, 0.319], [1.961, -2.021, -5.172], [2.296, 2.205, -2.305], [-1.887, -4.099, -1.846], [-0.981, 1.456, -3.791], [-1.996, -0.405, 1.736], [-0.564, -0.245, 0.073], [2.061, -2.005, -0.550], [1.260, 2.014, 2.420], [-1.000, 0.461, 2.173], [-1.038, 0.424, -3.211], [1.538, -1.688, -4.160], [-1.719, -0.813, 0.489], [-1.192, -3.211, -1.949], [1.838, 1.189, -2.014], [0.344, 1.940, 3.467], [1.056, 1.308, 1.225], [-0.807, 1.146, 3.360], [-0.097, 0.549, 1.124], [-2.808, -0.694, 2.273], [2.141, 2.630, 2.532], [-1.839, -0.451, -3.113], [0.530, 2.508, 4.376], [-1.545, 1.046, 4.155], [-2.356, -1.495, -0.072], [1.743, 1.324, 0.373]],
  "forces_ev_per_angstrom": [[-1.59, -0.61, -0.62], [-1.22, 0.84, -1.07], [-1.13, 0.77, 2.66], [-1.30, -3.59, 0.86], [0.78, 1.09, -0.13], [-1.25, 0.05, -1.05], [-0.58, -0.20, 0.36], [-1.45, -0.20, 0.53], [3.38, -2.45, 2.72], [0.13, -0.42, -1.05], [-0.04, -0.05, 0.09], [0.67, -0.30, 1.77], [1.74, -1.10, -3.91], [1.54, 1.08, 0.00], [-1.12, -1.79, 0.13], [1.73, 4.92, -1.00], [-0.89, -0.48, 0.17], [0.25, 0.41, 0.34], [0.15, 0.33, 0.47], [-0.30, -0.41, -0.33], [0.28, 0.10, -0.19], [0.03, -0.01, -0.02], [-0.31, 1.46, -1.22], [-0.10, -0.18, -0.19], [0.33, 0.21, -0.04], [0.30, 0.30, 0.14], [-0.02, 0.24, 0.60]],
  "orbital_gap_ev": 5.93,
  "mol_weight_da": 377.91,
  "total_charge": 1,
  "max_force_ev_per_a": 5.31,
  "lumo_energy_ev": -3.90,
  "homo_energy_ha": -0.3612,
  "relative_energy_kj_mol": 0.0
}